Record 1
Computed, not measured: C36H34MnN3O8S as an isolated structure in a non-equilibrium geometry, with ωB97M-V with the def2-TZVPD basis set.

Positions of all 83 atoms, in Å:
Mn (-0.083, -0.503, 0.066)
C (-3.800, 1.599, 0.052)
O (-2.501, 2.169, 0.020)
C (-2.360, 3.436, -0.471)
C (-3.245, 4.068, -1.336)
C (-2.977, 5.344, -1.804)
C (-1.840, 6.026, -1.407)
C (-0.969, 5.427, -0.516)
C (-1.225, 4.148, -0.049)
N (-0.392, 3.587, 0.944)
C (-0.199, 2.250, 1.093)
N (-0.279, 1.793, 2.344)
C (-0.052, 0.511, 2.823)
C (0.122, -0.598, 1.998)
C (0.390, -1.816, 2.625)
C (0.436, -1.921, 4.004)
C (0.203, -0.817, 4.813)
C (-0.045, 0.411, 4.229)
O (-0.352, 1.574, 4.892)
C (0.487, 1.985, 5.959)
N (0.065, 1.431, 0.076)
C (0.441, 1.971, -1.170)
C (1.124, 3.175, -1.320)
C (1.391, 3.690, -2.575)
C (1.016, 2.984, -3.704)
C (0.429, 1.734, -3.583)
C (0.161, 1.212, -2.327)
O (-0.371, -0.037, -2.087)
C (-0.586, -0.915, -3.176)
H (-3.686, 0.602, 0.478)
H (-4.218, 1.507, -0.951)
H (-4.469, 2.199, 0.674)
H (-4.155, 3.575, -1.638)
H (-3.671, 5.811, -2.487)
H (-1.647, 7.026, -1.764)
H (-0.093, 5.947, -0.161)
H (-0.255, 4.157, 1.766)
H (-0.524, 2.434, 3.096)
H (0.559, -2.704, 2.028)
H (0.628, -2.880, 4.461)
H (0.202, -0.927, 5.886)
H (-0.038, 2.803, 6.448)
H (1.444, 2.345, 5.572)
H (0.660, 1.184, 6.674)
H (1.472, 3.688, -0.440)
H (1.889, 4.641, -2.666)
H (1.205, 3.392, -4.685)
H (0.211, 1.169, -4.475)
H (-1.077, -1.792, -2.754)
H (0.369, -1.205, -3.630)
H (-1.239, -0.465, -3.929)
O (2.511, 0.995, 0.956)
C (2.739, 0.014, 0.262)
O (1.758, -0.698, -0.236)
C (4.117, -0.436, -0.036)
C (4.364, -1.622, -0.721)
C (5.665, -2.052, -0.907)
C (6.721, -1.301, -0.416)
C (6.481, -0.106, 0.245)
C (5.184, 0.329, 0.436)
H (3.531, -2.200, -1.090)
H (5.861, -2.979, -1.424)
H (7.734, -1.655, -0.542)
H (7.312, 0.473, 0.620)
H (4.974, 1.253, 0.951)
C (-1.390, -7.141, -2.538)
C (-1.827, -6.000, -1.672)
C (-1.386, -5.911, -0.353)
C (-1.730, -4.830, 0.440)
C (-2.511, -3.831, -0.101)
C (-2.987, -3.904, -1.394)
C (-2.657, -4.999, -2.175)
S (-2.673, -2.308, 0.783)
O (-3.876, -1.604, 0.448)
O (-2.351, -2.468, 2.171)
O (-1.491, -1.545, 0.096)
H (-1.033, -7.971, -1.933)
H (-0.573, -6.826, -3.192)
H (-2.206, -7.488, -3.169)
H (-0.760, -6.692, 0.049)
H (-1.409, -4.739, 1.466)
H (-3.607, -3.101, -1.761)
H (-3.039, -5.081, -3.182)

Calculated values
Charge = +1
E_HOMO (alpha / beta) = -10.771 / -10.808 eV
Multiplicity = 4
Lowest unoccupied orbital energy (alpha / beta) = -5.244 / -3.421 eV
Total energy = -3707.39693 Ha
Orbital gap (alpha / beta) = 0.2031 / 0.2715 Eh

---

Record 2
Computed, not measured: C36H34N3O as an isolated structure in a non-equilibrium geometry, with ωB97M-V with the def2-TZVPD basis set.

Positions of all 74 atoms, in Å:
C (5.604, -0.139, 5.247)
C (5.163, 1.136, 4.866)
C (3.834, 1.331, 4.500)
C (2.949, 0.238, 4.469)
C (1.674, 0.422, 3.720)
C (0.946, -0.769, 3.197)
N (-0.443, -0.786, 3.697)
C (-1.191, 0.347, 3.735)
C (-2.517, 0.344, 4.171)
C (-3.151, -0.916, 4.440)
C (-4.490, -0.917, 4.884)
C (-5.172, 0.277, 5.095)
C (-4.542, 1.516, 4.840)
C (-3.241, 1.551, 4.364)
C (-2.373, -2.081, 4.247)
C (-1.058, -2.002, 3.879)
O (1.292, 1.572, 3.468)
C (3.345, -0.988, 5.037)
C (4.688, -1.194, 5.359)
H (6.656, -0.305, 5.486)
H (5.853, 1.981, 4.848)
H (3.472, 2.315, 4.198)
H (1.396, -1.720, 3.479)
H (-0.694, 1.272, 3.474)
H (-4.969, -1.881, 5.066)
H (-6.200, 0.261, 5.458)
H (-5.088, 2.444, 5.016)
H (-2.731, 2.492, 4.142)
H (-2.810, -3.066, 4.397)
H (-0.423, -2.869, 3.715)
H (2.599, -1.765, 5.212)
H (5.017, -2.179, 5.701)
C (-2.145, 1.537, -4.257)
N (-2.270, 1.114, -2.888)
C (-3.569, 0.932, -2.265)
C (-3.236, 0.469, -0.828)
C (-1.748, 0.435, -0.786)
C (-1.244, 0.874, -2.035)
C (0.140, 0.960, -2.275)
C (1.001, 0.516, -1.291)
C (0.523, -0.085, -0.061)
C (1.346, -0.709, 0.894)
C (2.580, -1.300, 0.590)
C (3.573, -1.596, 1.588)
C (4.830, -2.025, 1.233)
C (5.167, -2.214, -0.131)
N (6.470, -2.560, -0.255)
C (7.176, -2.799, -1.487)
C (7.137, -2.684, 1.027)
C (6.041, -2.316, 2.056)
C (4.206, -2.038, -1.143)
C (2.936, -1.652, -0.775)
C (-0.890, -0.003, 0.189)
H (-1.197, 1.182, -4.676)
H (-2.980, 1.121, -4.834)
H (-2.175, 2.633, -4.348)
H (-4.135, 1.875, -2.266)
H (-4.162, 0.186, -2.814)
H (-3.654, 1.170, -0.095)
H (-3.681, -0.513, -0.627)
H (0.499, 1.359, -3.225)
H (2.078, 0.590, -1.450)
H (0.884, -0.725, 1.974)
H (3.343, -1.441, 2.642)
H (6.518, -2.600, -2.337)
H (8.058, -2.146, -1.558)
H (7.525, -3.841, -1.543)
H (7.510, -3.709, 1.172)
H (8.003, -2.009, 1.084)
H (6.351, -1.450, 2.655)
H (5.883, -3.146, 2.758)
H (4.476, -2.212, -2.184)
H (2.172, -1.575, -1.547)
H (-1.298, -0.346, 1.139)

Calculated values
Charge = +1
E_HOMO = -8.691 eV
Lowest unoccupied orbital energy = -3.336 eV
Total energy = -1631.39099 Ha
Energy relative to the best compared isomer or geometry (same formula, charge and spin) = 128.84 kJ/mol
Orbital gap = 0.1968 Eh

---

Record 3
Computed, not measured: C36H35AuIN4O2S3Si2 as an isolated structure in a non-equilibrium geometry, with ωB97M-V with the def2-TZVPD basis set.

Positions of all 84 atoms, in Å:
Au (-0.011, 0.661, 0.427)
C (-1.166, 2.229, 3.805)
C (0.154, 1.529, 3.768)
C (1.044, 1.579, 4.831)
C (2.257, 0.899, 4.720)
C (2.574, 0.215, 3.573)
C (1.647, 0.219, 2.510)
N (0.466, 0.855, 2.670)
N (1.788, -0.315, 1.302)
Si (3.130, -1.153, 0.615)
C (2.526, -2.055, -0.943)
C (3.727, -2.538, 1.800)
C (4.505, 0.104, 0.163)
H (-1.860, 1.702, 4.460)
H (-1.598, 2.268, 2.809)
H (-1.040, 3.242, 4.184)
H (0.811, 2.144, 5.720)
H (2.964, 0.934, 5.539)
H (3.522, -0.273, 3.446)
H (1.933, -2.925, -0.684)
H (3.360, -2.396, -1.548)
H (1.914, -1.415, -1.564)
H (2.865, -3.055, 2.213)
H (4.313, -2.159, 2.630)
H (4.335, -3.261, 1.264)
H (4.165, 0.741, -0.651)
H (5.416, -0.387, -0.161)
H (4.761, 0.751, 0.998)
C (0.348, -4.216, 3.278)
C (-0.222, -3.054, 3.776)
C (-0.840, -2.165, 2.919)
C (-0.900, -2.411, 1.550)
C (-0.324, -3.579, 1.064)
C (0.288, -4.478, 1.918)
Si (-1.692, -1.126, 0.414)
C (-3.372, -0.752, 1.230)
C (-3.874, 0.540, 1.341)
C (-5.086, 0.776, 1.971)
C (-5.819, -0.276, 2.494)
C (-5.330, -1.570, 2.395)
C (-4.116, -1.798, 1.773)
H (0.830, -4.916, 3.947)
H (-0.178, -2.838, 4.835)
H (-1.289, -1.261, 3.306)
H (-0.374, -3.781, 0.003)
H (0.727, -5.386, 1.526)
H (-1.991, -1.776, -0.884)
H (-3.300, 1.364, 0.940)
H (-5.457, 1.789, 2.057)
H (-6.764, -0.093, 2.991)
H (-5.896, -2.397, 2.806)
H (-3.725, -2.803, 1.707)
S (0.256, 2.009, -7.354)
C (0.290, 1.422, -5.817)
S (1.089, 2.329, -4.547)
C (0.621, 1.047, -3.387)
N (-0.043, 0.107, -3.952)
N (-0.232, 0.284, -5.286)
C (-0.937, -0.737, -5.951)
C (-1.089, -0.773, -7.336)
C (-1.802, -1.796, -7.931)
C (-2.364, -2.799, -7.162)
C (-2.199, -2.778, -5.786)
C (-1.492, -1.759, -5.178)
S (1.194, 1.223, -1.804)
H (-0.657, -0.010, -7.957)
H (-1.913, -1.800, -9.006)
H (-2.922, -3.589, -7.639)
H (-2.629, -3.564, -5.182)
H (-1.356, -1.738, -4.108)
I (4.585, 5.593, -1.605)
C (2.755, 4.917, -0.780)
C (2.740, 3.833, 0.074)
C (1.527, 3.415, 0.595)
C (0.345, 4.049, 0.240)
C (0.396, 5.156, -0.597)
C (1.600, 5.597, -1.111)
C (-1.037, 3.603, 0.686)
O (-1.778, 4.428, 1.200)
O (-1.375, 2.397, 0.431)
H (3.647, 3.306, 0.333)
H (1.518, 2.582, 1.280)
H (-0.524, 5.662, -0.850)
H (1.633, 6.456, -1.766)

Calculated values
Charge = -1
E_HOMO (alpha / beta) = -4.789 / -4.789 eV
Lowest unoccupied orbital energy (alpha / beta) = 0.147 / 0.146 eV
Total energy = -3969.37962 Ha
Energy relative to the best compared isomer or geometry (same formula, charge and spin) = 354.64 kJ/mol
Orbital gap (alpha / beta) = 0.1814 / 0.1814 Eh

---

Record 4
Computed, not measured: C36H35FN2P2S2Sn as an isolated structure, with ωB97M-V with the def2-TZVPD basis set.

Positions of all 79 atoms, in Å:
Sn (-2.498, -0.435, -0.668)
C (5.263, 2.328, 1.051)
S (4.288, 3.065, 2.379)
C (3.132, 1.716, 2.688)
C (2.052, 1.598, 1.620)
C (1.054, 0.501, 1.948)
N (0.007, 0.319, 0.898)
P (0.088, -0.943, -0.237)
C (1.438, -0.683, -1.370)
C (1.229, 0.102, -2.505)
C (2.287, 0.384, -3.351)
C (3.551, -0.121, -3.066)
C (3.762, -0.901, -1.936)
C (2.707, -1.188, -1.083)
C (0.252, -2.514, 0.593)
C (0.787, -3.583, -0.129)
C (0.739, -4.860, 0.404)
C (0.154, -5.072, 1.646)
C (-0.382, -4.009, 2.363)
C (-0.341, -2.729, 1.837)
P (-1.338, 1.336, 0.753)
C (-1.780, 2.057, 2.304)
C (-1.496, 3.406, 2.537)
C (-1.783, 3.949, 3.779)
C (-2.352, 3.157, 4.768)
C (-2.637, 1.816, 4.532)
C (-2.351, 1.259, 3.299)
C (-1.077, 2.640, -0.447)
C (0.172, 2.933, -0.988)
C (0.288, 3.955, -1.920)
C (-0.832, 4.673, -2.313)
C (-2.082, 4.374, -1.781)
C (-2.208, 3.359, -0.850)
H (6.046, 3.044, 0.807)
H (4.673, 2.146, 0.153)
H (5.733, 1.405, 1.388)
H (2.681, 1.927, 3.661)
H (3.690, 0.782, 2.789)
H (2.510, 1.391, 0.648)
H (1.536, 2.559, 1.541)
H (0.547, 0.712, 2.892)
H (1.555, -0.462, 2.062)
H (0.244, 0.496, -2.726)
H (2.129, 0.987, -4.235)
H (4.376, 0.090, -3.733)
H (4.747, -1.292, -1.722)
H (2.872, -1.802, -0.206)
H (1.230, -3.422, -1.105)
H (1.159, -5.689, -0.149)
H (0.119, -6.071, 2.060)
H (-0.839, -4.178, 3.328)
H (-0.785, -1.910, 2.389)
H (-1.060, 4.022, 1.760)
H (-1.567, 4.990, 3.973)
H (-2.581, 3.590, 5.733)
H (-3.086, 1.210, 5.306)
H (-2.574, 0.217, 3.116)
H (1.045, 2.367, -0.699)
H (1.259, 4.193, -2.335)
H (-0.733, 5.471, -3.037)
H (-2.953, 4.936, -2.089)
H (-3.183, 3.139, -0.426)
S (-4.294, -2.473, 3.074)
C (-3.777, -2.007, 1.674)
N (-3.407, -1.690, 0.578)
F (-0.251, -5.570, -3.426)
C (-0.967, -4.451, -3.282)
C (-0.478, -3.273, -3.819)
C (-1.213, -2.114, -3.642)
C (-2.414, -2.129, -2.930)
C (-3.152, -0.853, -2.662)
C (-2.881, -3.339, -2.406)
C (-2.164, -4.509, -2.589)
H (0.452, -3.276, -4.373)
H (-0.857, -1.192, -4.084)
H (-4.231, -0.987, -2.604)
H (-2.914, -0.044, -3.346)
H (-3.816, -3.373, -1.859)
H (-2.519, -5.455, -2.205)

Calculated values
Charge = +2
E_HOMO = -12.827 eV
Lowest unoccupied orbital energy = -6.608 eV
Total energy = -3295.09592 Ha
Energy relative to the best compared isomer or geometry (same formula, charge and spin) = 14.83 kJ/mol
Orbital gap = 0.2285 Eh